Entry 1:
{"formula": "C11H32B3Cl2NO8", "method": "ωB97M-V with the def2-TZVPD basis set", "elements": ["C", "C", "C", "Cl", "B", "O", "B", "Cl", "O", "B", "C", "C", "C", "N", "O", "H", "H", "H", "H", "H", "H", "H", "H", "H", "H", "H", "H", "C", "O", "H", "H", "H", "H", "C", "O", "H", "H", "H", "H", "C", "O", "H", "H", "H", "H", "C", "O", "H", "H", "H", "H", "C", "O", "H", "H", "H", "H"], "positions_angstrom": [[2.9401, 1.2274, 1.8224], [3.2986, 0.8092, 0.3966], [2.0508, 0.7774, -0.4837], [2.4265, 0.0795, -2.1000], [0.8228, -0.0085, 0.1129], [0.7483, -1.3920, 0.0897], [-0.4022, -1.9797, 0.5719], [-0.3518, -3.6263, 1.1404], [-1.5687, -1.2638, 0.6253], [-1.4859, 0.1039, 0.3561], [-2.6550, 0.8855, -0.3176], [-3.5862, 1.6395, 0.6296], [-3.0786, 1.9693, 2.0126], [-4.7439, 1.9224, 0.2077], [-0.2502, 0.6739, 0.6386], [2.2230, 2.0524, 1.8272], [2.4929, 0.4034, 2.3855], [3.8246, 1.5534, 2.3693], [4.0171, 1.5042, -0.0400], [3.7649, -0.1784, 0.3891], [1.7180, 1.7945, -0.6940], [-2.2185, 1.6296, -0.9944], [-3.2763, 0.2322, -0.9328], [-1.9896, 1.9698, 2.0801], [-3.4652, 1.2231, 2.7134], [-3.4393, 2.9400, 2.3511], [-5.2696, 2.4338, 0.9192], [-4.3511, -3.6050, 0.0369], [-4.4153, -2.4439, 0.8465], [-5.0898, -4.3043, 0.4243], [-4.5933, -3.3928, -1.0088], [-3.3672, -4.0822, 0.0815], [-3.7567, -1.8230, 0.5194], [-0.3155, 0.4634, -4.4657], [-1.4269, 1.3023, -4.1779], [0.0773, 0.1432, -3.5055], [-0.6044, -0.4194, -5.0417], [0.4774, 0.9980, -4.9954], [-1.8057, 1.6162, -5.0039], [6.2417, -1.9368, -1.4824], [5.6113, -0.9395, -2.2643], [7.3058, -1.7081, -1.4731], [5.8828, -1.9411, -0.4476], [6.1093, -2.9390, -1.9016], [4.6651, -1.1191, -2.2827], [-2.4153, 5.0343, 4.7552], [-3.3092, 3.9726, 4.4492], [-1.4088, 4.6439, 4.6204], [-2.5503, 5.8889, 4.0871], [-2.5207, 5.3726, 5.7890], [-4.2086, 4.2901, 4.5762], [3.1848, -3.7661, -1.8768], [1.8482, -4.0966, -1.5483], [3.4941, -4.4356, -2.6773], [3.2702, -2.7357, -2.2363], [3.8653, -3.9027, -1.0303], [1.5589, -3.5101, -0.8422]], "relative_energy_kj_mol": 0.0, "spin_multiplicity": 1, "homo_lumo_gap_ev": 10.1, "smiles": "[H]/N=C(\\C)CB1OB(Cl)OB([C@H](Cl)CC)O1.CO.CO.CO.CO.CO", "total_charge": 0, "lumo_energy_ev": 0.30}

---

Entry 2:
{"formula": "C11H32BrO9", "method": "ωB97M-V with the def2-TZVPD basis set", "elements": ["Br", "C", "C", "C", "O", "H", "H", "H", "H", "H", "H", "H", "H", "C", "C", "O", "O", "H", "H", "H", "H", "H", "H", "C", "C", "O", "O", "H", "H", "H", "H", "H", "H", "C", "C", "O", "O", "H", "H", "H", "H", "H", "H", "C", "C", "O", "O", "H", "H", "H", "H", "H", "H"], "positions_angstrom": [[0.1063, -11.8604, -17.7248], [-4.4217, -8.6688, -15.6763], [-3.1167, -7.9698, -15.2708], [-2.2568, -8.6277, -14.1629], [-2.2118, -7.8333, -16.3220], [-4.9776, -8.2535, -16.5169], [-4.9682, -8.6356, -14.7338], [-4.2416, -9.7261, -15.8710], [-3.2794, -6.9301, -14.9867], [-2.5841, -8.3985, -13.1488], [-1.2071, -8.3350, -14.1864], [-2.1818, -9.7133, -14.2252], [-1.7596, -8.6762, -16.4032], [0.0250, -15.4629, -22.1348], [0.9793, -14.8144, -23.0771], [1.2495, -13.4098, -22.9124], [0.5610, -15.6328, -20.7773], [-0.3530, -16.3998, -22.5440], [-0.8797, -14.8575, -22.0796], [0.5786, -14.9337, -24.0838], [1.9752, -15.2461, -22.9778], [0.4404, -12.9426, -23.1330], [0.5321, -14.8432, -20.2320], [5.3689, -13.2918, -19.7667], [6.8612, -13.1376, -19.4666], [7.7604, -12.8935, -20.5819], [4.7898, -11.9467, -19.9579], [4.8867, -13.7651, -18.9114], [5.2443, -13.9782, -20.6042], [7.2412, -14.0747, -19.0599], [7.0019, -12.4258, -18.6532], [8.4350, -13.5753, -20.5424], [3.8381, -12.0670, -19.9203], [-1.8813, -9.1085, -22.5079], [-1.8103, -9.5496, -23.9461], [-1.7815, -10.9625, -23.9351], [-0.6605, -9.1817, -21.8398], [-2.5697, -9.7108, -21.9150], [-2.1667, -8.0568, -22.4831], [-0.9291, -9.1158, -24.4186], [-2.6853, -9.2013, -24.4950], [-2.3664, -11.1833, -24.6636], [-0.7871, -9.8675, -21.1801], [-3.4405, -14.5197, -14.6581], [-2.2338, -15.2748, -14.1858], [-1.0946, -14.4149, -14.1088], [-3.4942, -14.4034, -16.0680], [-3.4808, -13.5301, -14.2029], [-4.2809, -15.1383, -14.3433], [-2.0792, -16.1823, -14.7695], [-2.3934, -15.6068, -13.1600], [-1.1024, -13.9389, -14.9424], [-2.7658, -13.8588, -16.3751]], "relative_energy_kj_mol": 241.1, "spin_multiplicity": 1, "homo_lumo_gap_ev": 6.9, "total_charge": -1, "lumo_energy_ev": 2.40}

---

Entry 3:
{"formula": "C11H32FN2O16P4", "method": "ωB97M-V with the def2-TZVPD basis set", "elements": ["N", "P", "O", "O", "C", "N", "F", "C", "O", "O", "H", "H", "H", "H", "H", "C", "O", "P", "O", "O", "C", "O", "C", "H", "H", "H", "H", "H", "H", "H", "H", "H", "C", "O", "P", "O", "O", "C", "O", "C", "H", "H", "H", "H", "H", "H", "H", "H", "H", "C", "O", "P", "O", "O", "C", "O", "C", "H", "H", "H", "H", "H", "H", "H", "H", "H"], "positions_angstrom": [[-3.4760, 1.6468, -3.7538], [-2.5444, 0.4318, -3.5123], [-2.7046, -0.1887, -2.0645], [-2.7241, -0.7950, -4.5147], [-0.7732, 0.8714, -3.6562], [-0.5598, 2.1626, -3.1124], [-0.5016, 0.8860, -5.0505], [0.0945, -0.2730, -3.0248], [-0.3549, -1.4098, -3.2957], [1.0904, 0.0485, -2.3344], [-4.1055, 1.4658, -4.5203], [-2.3751, -1.0998, -2.0975], [-2.2912, -0.5587, -5.3419], [-1.3942, 2.7244, -3.2465], [0.1986, 2.5885, -3.6243], [-3.1138, -7.1269, -4.8758], [-3.0263, -6.5185, -6.1674], [-3.6717, -5.0780, -6.4017], [-3.4955, -4.6264, -7.7759], [-3.1106, -4.1678, -5.2526], [-1.6808, -3.9730, -5.1749], [-5.1723, -5.2149, -5.9069], [-6.1312, -5.7101, -6.8480], [-2.1267, -7.5010, -4.6111], [-3.4422, -6.4195, -4.1150], [-3.8160, -7.9588, -4.9201], [-1.1934, -4.2279, -6.1162], [-1.2841, -4.5990, -4.3767], [-1.4903, -2.9307, -4.9330], [-6.9091, -6.2168, -6.2818], [-5.6798, -6.4118, -7.5496], [-6.5654, -4.8781, -7.3988], [0.6181, 1.9768, 0.1479], [-0.4233, 2.2659, 1.1215], [-0.1347, 2.1102, 2.6576], [-1.2867, 2.4306, 3.4974], [1.1737, 2.9656, 2.9450], [1.1226, 4.3645, 2.6415], [0.4627, 0.6552, 2.8432], [-0.4718, -0.4228, 2.9771], [0.6393, 2.7901, -0.5680], [1.5926, 1.8817, 0.6280], [0.3853, 1.0589, -0.3786], [0.0956, 4.7181, 2.5494], [1.6537, 4.5445, 1.7074], [1.6214, 4.9008, 3.4452], [0.0082, -1.3142, 2.5824], [-1.3857, -0.2303, 2.4161], [-0.7140, -0.5698, 4.0288], [5.0796, 1.1324, 7.2355], [5.1585, 2.0932, 6.1785], [4.6401, 3.5793, 6.4153], [4.7934, 4.4087, 5.2289], [5.3928, 4.0764, 7.7204], [6.8237, 4.1174, 7.6789], [3.1873, 3.4413, 7.0078], [2.0980, 3.2907, 6.0712], [6.0405, 0.6254, 7.3035], [4.8510, 1.5987, 8.1937], [4.3048, 0.4058, 6.9971], [7.1971, 4.1048, 6.6551], [7.2238, 3.2612, 8.2230], [7.1452, 5.0347, 8.1646], [1.3108, 2.7293, 6.5655], [2.4055, 2.7593, 5.1726], [1.7213, 4.2742, 5.8020]], "spin_multiplicity": 1, "homo_lumo_gap_ev": 7.5, "total_charge": -1, "lumo_energy_ev": 2.05}

---

Entry 4:
{"formula": "C11H32N4O5", "method": "ωB97M-V with the def2-TZVPD basis set", "elements": ["C", "O", "N", "N", "H", "H", "H", "H", "C", "O", "N", "N", "H", "H", "H", "H", "C", "C", "C", "O", "H", "H", "H", "H", "H", "H", "H", "H", "C", "C", "C", "O", "H", "H", "H", "H", "H", "H", "H", "H", "C", "C", "C", "O", "H", "H", "H", "H", "H", "H", "H", "H"], "positions_angstrom": [[-9.5561, -5.3449, -6.0118], [-8.7463, -4.9501, -5.1843], [-9.2779, -6.3690, -6.8732], [-10.7101, -4.6656, -6.3383], [-9.9391, -6.5338, -7.6286], [-8.4329, -6.8923, -6.7770], [-11.3288, -5.1523, -6.9613], [-11.1054, -3.9404, -5.7725], [-11.1234, -3.7031, -2.2954], [-9.9299, -3.5416, -2.1303], [-11.9407, -2.9945, -3.1461], [-11.8042, -4.6202, -1.5222], [-12.8893, -3.3009, -3.2403], [-11.6674, -2.2331, -3.7345], [-12.8026, -4.6334, -1.5868], [-11.2900, -4.8748, -0.6990], [-11.3721, -3.0631, -9.3301], [-10.9076, -1.6706, -8.8764], [-10.8516, -0.6519, -10.0152], [-11.8532, -1.2343, -7.8824], [-11.9068, -3.4432, -8.4593], [-10.5511, -3.7320, -9.5843], [-12.1294, -3.0666, -10.1164], [-9.8927, -1.7177, -8.4796], [-10.6131, 0.3158, -9.5604], [-11.7631, -0.4870, -10.5879], [-10.0223, -0.8464, -10.6984], [-11.3146, -0.8151, -7.2026], [-5.1866, -11.0802, -7.4363], [-6.5039, -10.5249, -7.9845], [-6.9250, -9.2382, -7.2313], [-6.1995, -10.1152, -9.3284], [-5.2737, -11.6340, -6.5019], [-4.4327, -10.2912, -7.4486], [-4.8064, -11.7751, -8.1912], [-7.3311, -11.2295, -7.9285], [-7.0004, -9.5256, -6.1772], [-7.9856, -9.0736, -7.4504], [-6.3480, -8.3633, -7.5125], [-5.6271, -9.3477, -9.2750], [-13.9163, -6.0563, -8.0804], [-13.0635, -7.2988, -8.2948], [-13.5386, -8.1980, -9.4197], [-11.7027, -6.8934, -8.4953], [-13.9342, -5.4355, -8.9831], [-13.5289, -5.4775, -7.2442], [-14.9830, -6.2100, -7.8979], [-13.1327, -7.9357, -7.4095], [-12.7091, -8.7564, -9.8508], [-13.9275, -7.5640, -10.2264], [-14.3382, -8.8604, -9.0956], [-11.6633, -6.4286, -9.3433]], "relative_energy_kj_mol": 107.8, "spin_multiplicity": 1, "homo_lumo_gap_ev": 9.6, "smiles": "NC(N)=O.NC(N)=O.CC(C)O.CC(C)O.CC(C)O", "total_charge": 0, "lumo_energy_ev": 0.39}

---

Entry 5:
{"formula": "C11H32O5", "method": "ωB97M-V with the def2-TZVPD basis set", "elements": ["C", "O", "H", "H", "H", "H", "C", "O", "H", "H", "H", "H", "C", "C", "C", "O", "H", "H", "H", "H", "H", "H", "H", "H", "C", "C", "C", "O", "H", "H", "H", "H", "H", "H", "H", "H", "C", "C", "C", "O", "H", "H", "H", "H", "H", "H", "H", "H"], "positions_angstrom": [[0.1076, -3.3263, -1.9277], [-0.3370, -3.6284, -3.2314], [-0.7549, -3.0018, -1.3454], [0.3580, -4.3194, -1.5548], [0.9044, -2.5903, -1.8208], [-0.8716, -4.4258, -3.2381], [-2.6519, 0.4478, -0.1832], [-1.3551, 0.7546, -0.6306], [-2.6259, -0.4938, 0.3653], [-3.0121, 1.3155, 0.3695], [-3.3121, 0.1379, -0.9932], [-1.4152, 1.6254, -1.0301], [-0.1514, 4.8220, -2.2884], [-0.5353, 3.3866, -2.7716], [0.6934, 2.4822, -2.5971], [-1.6922, 2.9456, -2.0683], [0.3748, 4.7594, -1.3359], [-1.0707, 5.3893, -2.1425], [0.5055, 5.3665, -2.9667], [-0.8773, 3.3960, -3.8065], [1.6885, 2.7215, -2.9722], [0.4523, 1.4390, -2.8014], [0.8489, 2.5594, -1.5210], [-2.4061, 3.5855, -2.1182], [-2.0593, -2.6817, 4.0387], [-1.2166, -1.8560, 3.0761], [0.1133, -1.4719, 3.6442], [-0.9634, -2.4907, 1.8474], [-2.9465, -2.1934, 4.4419], [-1.4600, -2.8598, 4.9316], [-2.3996, -3.6671, 3.7204], [-1.8352, -1.0092, 2.7790], [0.0274, -0.8696, 4.5486], [0.6678, -0.9017, 2.8989], [0.7498, -2.3263, 3.8744], [-0.4742, -1.9038, 1.2661], [2.2730, 1.0152, 0.8970], [2.1350, -0.1931, -0.0560], [3.3638, -1.1298, 0.0878], [0.8612, -0.8035, 0.2479], [1.4279, 1.6883, 0.7530], [3.1821, 1.5626, 0.6481], [2.3336, 0.8291, 1.9693], [2.1319, 0.1743, -1.0822], [3.6838, -1.5461, 1.0430], [4.2250, -0.5431, -0.2319], [3.2105, -1.8800, -0.6880], [0.1040, -0.2912, -0.0450]], "relative_energy_kj_mol": 91.0, "spin_multiplicity": 1, "homo_lumo_gap_ev": 9.9, "smiles": "CC(C)O.CC(C)O.CC(C)O.CO.CO", "total_charge": 0, "lumo_energy_ev": 0.47}

---

Entry 6:
{"formula": "C11H33Li2O11", "method": "ωB97M-V with the def2-TZVPD basis set", "elements": ["Li", "Li", "C", "O", "H", "H", "H", "C", "C", "O", "O", "H", "H", "H", "H", "H", "H", "C", "C", "O", "O", "H", "H", "H", "H", "H", "H", "C", "C", "O", "O", "H", "H", "H", "H", "H", "H", "C", "C", "O", "O", "H", "H", "H", "H", "H", "H", "C", "C", "O", "O", "H", "H", "H", "H", "H", "H"], "positions_angstrom": [[1.1484, -2.4049, 1.1678], [0.5632, -0.5845, 2.0073], [0.6432, -0.3614, -0.0881], [0.3545, -1.3609, 0.8689], [0.6332, 0.6663, 0.2749], [1.5843, -0.4799, -0.6251], [-0.0787, -0.4053, -0.9035], [-0.2175, 2.6001, 0.3567], [0.9811, 2.4781, -0.5527], [1.4441, 3.6901, -0.9553], [0.0980, 3.0972, 1.6041], [-0.8267, 1.7024, 0.4618], [-0.9017, 3.2838, -0.1459], [0.7500, 1.8120, -1.3840], [1.7993, 1.9276, -0.0883], [1.8912, 4.1135, -0.2187], [-0.3080, 3.9622, 1.6958], [-0.2731, -1.9227, -2.0781], [-1.0678, -3.0577, -1.5103], [-0.7341, -4.3686, -1.8414], [-0.3820, -1.9147, -3.4439], [0.7681, -2.1237, -1.8257], [-0.5428, -0.9287, -1.7213], [-2.1042, -2.8364, -1.7653], [-0.8921, -2.9658, -0.4385], [-0.7405, -4.4428, -2.7985], [-0.0870, -1.0471, -3.7302], [-2.1141, 1.5902, -1.1087], [-1.7927, 0.1328, -1.3652], [-2.8722, -0.7314, -1.3661], [-2.6586, 1.7133, 0.1360], [-2.8083, 1.9289, -1.8778], [-1.2981, 2.2780, -1.3303], [-1.2304, -0.1615, -0.4791], [-1.2824, -0.1058, -2.2984], [-2.9647, -1.1455, -0.5049], [-3.6036, 1.8819, 0.1222], [3.4960, 0.6579, 1.9941], [3.4087, -0.5233, 1.0222], [3.8786, -0.0940, -0.2328], [4.7849, 1.2526, 2.1880], [2.9292, 0.4051, 2.8902], [2.8043, 1.3574, 1.5249], [2.3404, -0.7336, 0.9701], [3.9228, -1.4012, 1.4135], [3.5787, -0.7733, -0.8413], [5.2673, 1.1526, 1.3640], [-1.8453, -0.1452, 1.8479], [-2.2268, -1.4995, 1.3073], [-1.5818, -1.6313, 0.0238], [-0.6611, -0.0538, 2.7933], [-2.6616, 0.4446, 2.2648], [-1.7677, 0.5078, 0.9787], [-3.3010, -1.5729, 1.1376], [-1.8528, -2.2844, 1.9647], [-0.6437, -1.4486, 0.1139], [-0.7464, 0.8739, 3.0247]], "relative_energy_kj_mol": 1532.1, "spin_multiplicity": 1, "homo_lumo_gap_ev": 7.9, "total_charge": 1, "lumo_energy_ev": -4.16}